i.
Below is a 2-piece molecular cluster, CH3NP2 overall, with properties calculated with ωB97M-V/def2-TZVPD.

The spin multiplicity is 1. The LUMO energy (alpha / beta) comes out at -1.89 / -2.02 eV. As for the highest occupied orbital energy (alpha / beta): -8.9 / -9.3 eV.

Positions of all 7 atoms, in Å:
C1 2.116 -0.164 0.328
N1 3.264 -0.058 0.300
P1 0.274 -0.065 0.135
P2 -2.773 0.230 -0.059
H1 -0.066 -1.461 -0.324
H2 0.135 0.135 -1.284
H3 -2.951 1.382 0.904

=====

ii.
Below is a 2-piece molecular cluster, CH3NP2 overall, with properties calculated with ωB97M-V/def2-TZVPD.

The spin multiplicity is 1. The LUMO energy comes out at -1.59 eV. As for the highest occupied orbital energy: -10.2 eV.

Positions of all 7 atoms, in Å:
C1 2.071 -0.030 0.031
N1 3.072 -0.567 0.106
P1 -1.112 -0.761 -0.095
P2 -0.115 1.126 -0.126
H1 -2.352 -0.221 0.251
H2 -1.434 -0.756 -1.454
H3 -0.130 1.209 1.287

=====

ii is preferred energetically. Next in line: 30.9 kcal/mol higher.